Entry 1:
Formula: C5H10NO2
Source: the OMol25 dataset
Level of theory: ωB97M-V/def2-TZVPD

DFT total energy: -401.712178 Ha
ΔE to the lowest compared entry with this formula, charge and spin: 71.9 kcal per mole
Kohn-Sham gap: 6.41 eV
Net charge: -1

```
18
Properties=species:S:1:pos:R:3:nbo_charge:R:1
C 0.056 -0.218 -2.805 -0.41
N -0.874 0.087 -1.766 -0.65
C -0.431 -0.329 -0.394 -0.08
C 0.814 0.496 0.010 -0.55
C 1.294 0.247 1.428 0.43
O 2.303 0.787 1.845 -0.60
C -1.613 -0.257 0.673 -0.01
O -1.287 -0.933 1.784 -0.96
H 0.474 -1.222 -2.693 0.19
H 0.934 0.443 -2.933 0.15
H -0.410 -0.289 -3.799 0.17
H -1.131 1.073 -1.704 0.34
H -0.344 -1.414 -0.474 0.19
H 1.618 0.415 -0.716 0.21
H 0.376 1.496 0.056 0.21
H 0.646 -0.369 2.079 0.20
H -2.423 -0.727 0.047 0.09
H -1.965 0.777 0.866 0.08
```



Entry 2:
Formula: C2H9N2O
Source: the OMol25 dataset
Level of theory: ωB97M-V/def2-TZVPD

DFT total energy: -266.096626 Ha
ΔE to the lowest compared entry with this formula, charge and spin: 34.5 kcal per mole
Kohn-Sham gap: 11.75 eV
Net charge: +1

```
14
Properties=species:S:1:pos:R:3:nbo_charge:R:1
C -0.249 0.599 0.937 -0.07
N 0.041 2.006 0.951 -0.85
H 0.246 0.054 1.734 0.22
H -1.324 0.402 1.042 0.22
H 0.732 2.297 1.633 0.40
H -0.773 2.590 1.082 0.40
N 0.228 0.052 -0.380 -0.52
C -0.131 -1.373 -0.700 0.10
O 0.828 -1.766 -1.625 -0.70
H -0.091 0.693 -1.111 0.44
H 1.248 0.133 -0.412 0.45
H -1.146 -1.381 -1.097 0.20
H -0.047 -1.944 0.221 0.19
H 0.437 -2.362 -2.274 0.51
```



Entry 3:
Formula: C3H2O3S
Source: the OMol25 dataset
Level of theory: ωB97M-V/def2-TZVPD

DFT total energy: -739.359763 Ha
ΔE to the lowest compared entry with this formula, charge and spin: 57.4 kcal per mole
Kohn-Sham gap: 7.57 eV
Net charge: 0

```
9
Properties=species:S:1:pos:R:3:nbo_charge:R:1
C -0.066 0.485 1.126 0.67
C -0.903 -0.091 0.080 0.41
C -0.062 -0.659 -1.112 -0.45
H -0.027 1.840 2.299 0.49
H -0.840 -1.353 -1.619 0.21
O -0.700 1.545 1.755 -0.63
O 1.022 -0.068 1.445 -0.52
O -2.082 -0.413 0.152 -0.43
S 1.321 -0.463 -1.754 0.25
```



Entry 4:
Formula: C14H25AsN2O10PtS4
Source: the OMol25 dataset
Level of theory: ωB97M-V/def2-TZVPD

DFT total energy: -5358.178511 Ha
ΔE to the lowest compared entry with this formula, charge and spin: 138.7 kcal per mole
Kohn-Sham gap (spin up / spin down): 5.92 / 5.80 eV
Net charge: -2

```
57
Properties=species:S:1:pos:R:3:nbo_charge:R:1
Pt -0.099 -0.586 0.184 1.08
O -1.440 -2.370 -3.184 -1.05
As 0.092 -2.763 -2.199 2.45
O 0.523 -4.155 -2.907 -1.14
O -0.586 -2.807 -0.682 -1.17
C 0.945 -1.052 -2.550 -0.40
C 0.898 -0.435 -3.782 -0.24
C 1.477 0.819 -3.947 -0.19
C 2.108 1.441 -2.876 -0.23
C 2.161 0.825 -1.639 -0.15
C 1.544 -0.414 -1.453 -0.34
S 2.377 -1.604 -0.268 2.41
O 2.554 -2.721 -1.191 -0.99
O 3.620 -0.956 0.053 -0.95
O 1.509 -1.981 0.852 -0.94
H -1.944 -1.834 -2.561 0.44
H 0.412 -0.946 -4.604 0.23
H 1.443 1.307 -4.914 0.20
H 2.570 2.410 -3.014 0.20
H 2.703 1.257 -0.810 0.27
N -0.217 2.730 1.999 -0.82
C 0.500 3.033 0.910 0.37
N 1.716 3.582 1.044 -0.83
S -0.251 2.917 -0.601 -0.39
H 0.381 2.344 2.786 0.45
H -1.044 2.188 1.794 0.39
H 2.378 3.088 1.714 0.45
H 2.162 3.770 0.159 0.39
C -3.621 -1.431 -0.091 -0.60
C -3.194 -0.028 -0.562 -0.23
C -3.998 0.336 -1.821 -0.60
C -3.540 0.982 0.552 -0.59
C -1.731 0.033 -0.857 0.00
H -4.707 -1.482 0.015 0.19
H -3.155 -1.667 0.861 0.24
H -3.299 -2.181 -0.812 0.23
H -5.068 0.348 -1.609 0.20
H -3.810 -0.392 -2.609 0.21
H -3.703 1.319 -2.189 0.21
H -4.607 0.959 0.781 0.20
H -3.260 1.986 0.239 0.23
H -2.984 0.720 1.452 0.21
H -1.501 0.469 -1.832 0.16
C -1.206 -0.418 4.026 -0.77
S -1.307 -1.492 2.561 0.23
C 0.018 -2.615 3.027 -0.76
H -1.195 -1.069 4.899 0.20
H -2.088 0.217 4.045 0.20
H -0.285 0.167 3.971 0.31
H 0.952 -2.060 3.130 0.29
H 0.118 -3.329 2.215 0.26
H -0.277 -3.113 3.951 0.19
O 3.360 1.495 2.382 -1.07
S 2.298 0.472 2.505 2.61
O 1.342 0.978 3.553 -1.12
O 1.562 0.510 1.182 -1.12
O 2.783 -0.815 2.936 -1.01
```



Entry 5:
Formula: C3H5BrO
Source: the OMol25 dataset
Level of theory: ωB97M-V/def2-TZVPD

DFT total energy: -2766.495314 Ha
ΔE to the lowest compared entry with this formula, charge and spin: 25.6 kcal per mole
Kohn-Sham gap: 9.83 eV
Net charge: 0

```
10
Properties=species:S:1:pos:R:3:nbo_charge:R:1
C 1.453 1.675 -0.062 -0.25
C 0.979 0.677 0.741 -0.34
C 0.090 -0.384 0.517 0.38
O -0.540 -0.560 -0.479 -0.51
Br -3.572 -3.308 -1.876 -0.19
H 2.091 2.402 0.457 0.20
H 1.278 1.903 -1.123 0.21
H 1.456 0.744 1.795 0.21
H -0.171 -0.974 1.470 0.10
H -3.063 -2.176 -1.440 0.19
```



Entry 6:
Formula: CH2N2P2
Source: the OMol25 dataset
Level of theory: ωB97M-V/def2-TZVPD

DFT total energy: -831.425161 Ha
ΔE to the lowest compared entry with this formula, charge and spin: 62.9 kcal per mole
Kohn-Sham gap (spin up / spin down): 6.49 / 6.47 eV
Net charge: 0

```
7
Properties=species:S:1:pos:R:3:nbo_charge:R:1
C 0.498 1.394 0.442 -0.11
N 0.448 1.784 1.520 -0.30
N 0.951 -0.630 -0.940 -1.16
P 1.302 -2.096 -0.870 0.87
P 0.557 0.886 -1.246 0.70
H -1.888 -0.496 0.196 -0.01
H -1.869 -0.842 0.898 0.01
```



Repeat the fifth record exactly.
Formula: C3H5BrO
Source: the OMol25 dataset
Level of theory: ωB97M-V/def2-TZVPD

DFT total energy: -2766.495314 Ha
ΔE to the lowest compared entry with this formula, charge and spin: 25.6 kcal per mole
Kohn-Sham gap: 9.83 eV
Net charge: 0

```
10
Properties=species:S:1:pos:R:3:nbo_charge:R:1
C 1.453 1.675 -0.062 -0.25
C 0.979 0.677 0.741 -0.34
C 0.090 -0.384 0.517 0.38
O -0.540 -0.560 -0.479 -0.51
Br -3.572 -3.308 -1.876 -0.19
H 2.091 2.402 0.457 0.20
H 1.278 1.903 -1.123 0.21
H 1.456 0.744 1.795 0.21
H -0.171 -0.974 1.470 0.10
H -3.063 -2.176 -1.440 0.19
```